Record 1
The following is a quantum chemistry calculation of C6H15AsF6NO2Rb as an isolated structure in a non-equilibrium geometry, from the OMol25 dataset.

Structure (XYZ):
```
32
Properties=species:S:1:pos:R:3:forces:R:3:lowdin_charge:R:1
Rb 6.47715 2.63198 19.86385 -0.16 -0.02 -0.21 1.029
As 2.14027 3.03388 19.97774 -0.79 -0.82 0.91 0.927
F 3.86656 3.18438 19.41278 -0.93 0.08 0.56 -0.441
F 1.82746 2.02793 18.49161 0.53 1.07 2.00 -0.297
F 0.48682 2.75106 20.55652 1.34 0.38 -0.82 -0.273
F 2.44492 3.99503 21.50505 0.09 -0.63 -1.98 -0.309
F 1.73982 4.48860 19.08375 0.31 -0.98 0.74 -0.258
F 2.67108 1.63020 20.99328 -0.28 0.85 -1.45 -0.300
C 10.71567 -3.06409 20.86482 0.32 0.21 0.05 -0.083
O 10.18060 -1.72909 20.86003 -0.24 -1.17 -0.30 -0.191
C 9.50129 -1.37146 22.04180 -0.69 1.07 0.09 -0.212
C 8.68211 -0.06232 21.70506 0.74 -0.65 -1.28 -0.157
N 7.59480 -0.17364 20.67440 -0.84 -1.11 1.32 -0.101
C 6.34566 -0.78621 21.20458 -0.47 0.08 1.73 -0.182
C 5.77613 -0.04373 22.45511 0.24 0.07 -1.33 -0.213
O 5.64283 1.31375 22.02955 -0.43 -0.33 1.24 -0.389
C 4.85447 2.10217 22.95324 0.46 -0.61 -0.41 -0.078
H 10.69498 -3.49777 19.86503 -0.41 0.23 -0.05 0.086
H 10.21227 -3.72773 21.56787 -0.37 0.08 -0.08 0.084
H 11.76872 -3.09272 21.14479 0.16 0.42 0.22 0.082
H 10.23655 -1.22696 22.83338 0.07 0.61 0.21 0.121
H 8.85190 -2.14257 22.45627 -0.29 -0.43 -0.46 0.111
H 9.36712 0.51932 21.08817 0.57 0.45 0.84 0.108
H 8.33624 0.47560 22.58774 0.12 -0.05 -0.15 0.111
H 7.93603 -0.88443 20.04318 0.30 0.13 -0.59 0.095
H 6.44518 -1.83148 21.49718 0.46 -0.27 0.14 0.110
H 5.53189 -0.83281 20.48092 0.23 0.52 -0.38 0.121
H 6.33272 -0.13316 23.38802 0.87 0.24 -0.12 0.114
H 4.84462 -0.50659 22.78091 -0.61 0.18 -0.63 0.128
H 5.31633 2.06463 23.93983 0.11 0.14 0.13 0.090
H 3.85019 1.68187 23.00693 -0.05 0.35 -0.11 0.087
H 4.86577 3.11782 22.55774 -0.35 -0.06 0.19 0.081
```
Positions in Å, forces in eV/Å.

Net charge: 0
HOMO energy, eV: -10.34
Energy relative to the best compared isomer or geometry (same formula, charge and spin), kJ/mol: 113.8
Frontier orbital gap, eV: 9.697

Record 2
The following is a quantum chemistry calculation of C9H7NO2 in the gas phase in a non-equilibrium geometry, from the OMol25 dataset.

Structure (XYZ):
```
19
Properties=species:S:1:pos:R:3:forces:R:3:lowdin_charge:R:1
O 1.72073 -2.85400 -1.36814 0.83 -0.40 0.11 0.150
C 0.64450 -2.44065 -1.08836 -1.94 -0.44 -1.86 -0.409
C 0.39757 -1.12119 -0.58314 -1.15 2.59 1.69 0.111
C 0.11738 -0.01404 -0.11782 1.13 -2.73 -1.35 0.072
C -0.03367 1.30680 0.40426 -0.18 0.18 -1.35 -0.220
C -0.12165 2.42643 -0.48637 -0.68 -0.47 9.46 0.008
C -0.30152 3.67095 0.00397 0.21 -4.20 4.73 -0.037
C -0.41263 3.83834 1.41176 0.37 -1.43 -2.54 -0.049
C -0.31333 2.77788 2.28513 0.13 0.55 -2.50 -0.063
C -0.13061 1.48772 1.74778 -0.33 -0.05 3.90 -0.038
N -0.61445 -3.23125 -1.47684 -0.66 7.68 12.79 0.016
O -0.61073 -4.22211 -0.42633 -5.44 0.99 1.38 -0.124
H 0.00993 2.33984 -1.38591 1.16 -1.54 -9.74 0.029
H -0.46273 4.40704 -0.61064 -0.54 4.24 -3.19 0.057
H -0.58071 4.83845 1.54949 -0.43 2.27 1.92 0.075
H -0.37637 3.00815 3.29575 -0.11 -0.20 1.79 0.083
H -0.11137 0.70465 2.60405 0.13 0.77 -2.28 0.154
H -0.46737 -3.62902 -2.20421 2.69 -6.69 -11.39 -0.031
H -1.66654 -4.03503 -0.01811 4.80 -1.12 -1.56 0.215
```
Positions in Å, forces in eV/Å.

Net charge: 0
HOMO energy, eV: -9.11
Energy relative to the best compared isomer or geometry (same formula, charge and spin), kJ/mol: 751.8
Frontier orbital gap, eV: 9.255
Structure (SMILES): O=C(C#Cc1ccccc1)NO

Record 3
The following is a quantum chemistry calculation of C16H21ClN6O4OsS as an isolated structure, from the OMol25 dataset.

Structure (XYZ):
```
50
Properties=species:S:1:pos:R:3:forces:R:3:lowdin_charge:R:1
Os 0.86716 -0.84511 -0.43472 0.31 -0.09 -0.03 0.995
O -1.02841 1.06061 2.60685 0.03 0.00 -0.01 -0.345
Cl -1.29562 1.25487 1.19906 -0.06 -0.10 0.01 0.687
O -2.67671 1.50114 0.98550 -0.08 0.05 -0.02 -0.289
O -0.98118 -0.02993 0.50767 -0.17 -0.15 0.10 -0.510
O -0.46513 2.28008 0.66626 0.12 0.13 -0.04 -0.316
C 2.64466 0.22711 4.76711 -0.03 0.03 -0.03 -0.039
N 2.35729 0.72259 3.42802 0.09 -0.05 0.01 -0.142
C 3.02921 1.93697 3.00092 -0.05 0.02 0.00 -0.032
C 1.70099 -0.01433 2.49975 -0.21 0.17 0.06 -0.415
N 1.74497 0.20218 1.23844 0.34 -0.28 -0.11 -0.028
N 0.86425 -0.98924 3.03966 -0.04 -0.07 -0.01 0.151
C 0.10669 -1.87517 2.32200 0.23 -0.01 -0.05 -0.482
N -0.92337 -2.42396 3.02634 0.00 0.03 0.01 0.186
N 0.42770 -2.23242 1.11808 -0.50 0.18 0.02 -0.008
H 3.66864 0.48921 5.02972 0.01 0.00 0.00 0.093
H 2.56771 -0.85697 4.80377 0.00 -0.01 0.00 0.090
H 1.97708 0.66481 5.51413 0.00 0.01 0.00 0.095
H 3.23929 2.54232 3.87923 0.00 0.00 0.00 0.094
H 2.37584 2.51261 2.34474 -0.01 0.00 0.00 0.100
H 3.97302 1.72822 2.48678 0.00 0.00 0.00 0.102
H 2.43849 0.88354 0.96814 -0.02 0.02 0.01 0.041
H 0.48306 -0.73730 3.93731 -0.01 0.04 -0.02 0.141
H -1.35512 -1.81423 3.70580 0.01 -0.05 0.02 0.115
H -1.60438 -2.91669 2.46924 0.03 0.00 0.00 0.118
H -0.25860 -2.88600 0.75172 0.15 -0.11 -0.04 0.077
S 2.60018 -0.49981 -1.54276 -0.15 0.11 0.06 0.056
C -3.80507 0.24730 -2.77377 0.03 0.02 0.00 -0.090
C -3.88086 -1.05465 -2.29634 -0.01 -0.04 0.01 -0.080
C -2.72991 -1.74191 -1.95149 0.03 0.01 0.04 -0.045
C -1.48013 -1.13613 -2.08521 -0.11 0.15 -0.11 -0.335
C -1.40792 0.16390 -2.57874 0.08 -0.10 0.02 -0.044
C -2.56528 0.85188 -2.91037 -0.03 0.01 -0.02 -0.073
N -0.30207 -1.80267 -1.64364 0.08 0.09 0.14 -0.204
C -0.07269 -3.10706 -2.13732 -0.02 -0.03 -0.06 -0.288
C 0.80707 -3.99110 -1.50189 0.01 0.07 -0.03 -0.067
C 1.04630 -5.25104 -2.02710 -0.01 -0.02 -0.02 -0.091
C 0.43912 -5.65897 -3.20528 0.02 0.00 0.01 -0.104
C -0.40372 -4.77450 -3.86224 -0.01 0.00 -0.01 -0.084
C -0.65614 -3.51636 -3.34245 -0.08 -0.05 0.02 -0.027
H -4.70730 0.78662 -3.03100 0.01 0.00 0.01 0.100
H -4.84521 -1.53366 -2.18047 0.01 0.00 0.01 0.101
H -2.78992 -2.75483 -1.57046 -0.01 0.01 0.00 0.117
H -0.43622 0.62974 -2.68245 0.00 0.00 0.00 0.089
H -2.49337 1.86851 -3.27489 0.00 -0.01 0.00 0.106
H 1.34028 -3.67764 -0.61758 0.02 0.02 0.04 0.069
H 1.73154 -5.91353 -1.51281 0.00 0.01 0.00 0.102
H 0.63608 -6.64007 -3.61657 0.00 0.00 0.01 0.097
H -0.86637 -5.06084 -4.79851 0.00 0.01 0.00 0.103
H -1.30806 -2.83766 -3.87468 0.03 -0.03 -0.01 0.113
```
Positions in Å, forces in eV/Å.

Net charge: 0
HOMO energy (spin up / spin down), eV: -7.20 / -7.19
Energy relative to the best compared isomer or geometry (same formula, charge and spin), kJ/mol: 10.8
Frontier orbital gap (spin up / spin down), eV: 6.563 / 6.553

Record 4
The following is a quantum chemistry calculation of C11H13Cl2NO4S2 in the gas phase, from the OMol25 dataset.

Structure (XYZ):
```
33
Properties=species:S:1:pos:R:3:forces:R:3:lowdin_charge:R:1
C -3.54848 -0.87020 -1.78548 -0.06 0.20 0.39 -0.394
S -3.93452 0.33154 -0.48563 -0.20 -0.10 0.06 0.797
C -3.32808 -0.54632 1.00352 -0.14 0.41 -0.31 -0.462
C -2.12826 0.13720 1.64930 0.08 -0.17 -0.26 -0.199
C -0.81385 -0.13716 0.90404 -0.08 -0.11 0.52 -0.288
N -0.85779 0.34438 -0.45329 0.45 -0.43 -0.65 -0.106
S 0.12513 -0.43900 -1.53040 -0.28 0.22 0.01 0.587
O -0.19500 -1.82566 -1.41991 0.06 0.04 0.23 -0.338
O -0.01308 0.18567 -2.80416 0.05 0.17 0.04 -0.297
C 1.79881 -0.12784 -0.89663 -0.60 -0.20 -0.37 -0.290
C 2.62709 -1.11375 -0.37090 0.20 0.20 0.02 -0.632
Cl 2.14070 -2.75015 -0.31723 0.34 -0.55 0.26 0.792
C 3.88268 -0.78374 0.13139 -0.21 -0.03 -0.10 -0.090
C 4.31410 0.52813 0.10463 -0.13 -0.04 -0.04 -0.054
C 3.50526 1.52248 -0.41859 -0.23 -0.05 -0.06 -0.093
C 2.25265 1.18680 -0.91218 0.33 0.00 0.10 -0.632
Cl 1.24924 2.43089 -1.53803 0.19 0.74 -0.06 0.800
C 0.33631 0.49336 1.68331 0.32 -0.48 0.24 -0.508
O 1.14044 -0.10304 2.34583 -0.04 -0.11 0.13 0.131
O 0.34910 1.82218 1.54815 -0.28 0.70 -0.14 0.103
H -3.81964 -0.40130 -2.72567 -0.02 -0.01 -0.11 0.034
H -2.48668 -1.09568 -1.77849 -0.09 -0.10 -0.10 -0.008
H -4.14441 -1.76626 -1.63331 0.03 -0.08 -0.11 0.036
H -3.09009 -1.56475 0.70542 -0.04 -0.14 0.09 0.084
H -4.15948 -0.55865 1.70837 0.07 -0.14 0.00 0.068
H -2.30060 1.21476 1.68038 0.02 0.02 0.13 0.115
H -2.01546 -0.22723 2.67345 0.05 0.07 0.03 0.129
H -0.63978 -1.21651 0.84035 0.04 0.16 0.28 0.152
H -0.93656 1.34478 -0.55573 0.06 0.10 -0.27 0.089
H 4.50091 -1.56524 0.54076 0.05 -0.09 0.04 0.109
H 5.28710 0.78104 0.49573 0.10 0.02 0.04 0.114
H 3.82818 2.55045 -0.44659 0.02 0.10 -0.02 0.108
H 1.07406 2.21880 2.05754 -0.03 -0.33 -0.02 0.145
```
Positions in Å, forces in eV/Å.

Net charge: 0
HOMO energy, eV: -8.34
Energy relative to the best compared isomer or geometry (same formula, charge and spin), kJ/mol: 54.6
Frontier orbital gap, eV: 8.552
Structure (SMILES): CSCC[C@@H](NS(=O)(=O)c1c(Cl)cccc1Cl)C(=O)O

Record 5
The following is a quantum chemistry calculation of C4H10N2O in the gas phase in a non-equilibrium geometry, from the OMol25 dataset.

Structure (XYZ):
```
17
Properties=species:S:1:pos:R:3:forces:R:3:lowdin_charge:R:1
C 1.05521 -1.65664 0.60133 1.17 0.31 -1.35 -0.126
C 1.20198 -0.26712 1.33472 -0.20 -1.90 -0.56 -0.146
C -0.07878 0.59929 1.29506 -0.38 1.22 2.15 -0.452
O -0.35454 1.23495 2.33463 0.54 -1.00 -1.64 0.000
N -1.01265 0.62700 0.28306 -0.31 1.02 0.42 0.049
C -0.83612 0.31726 -1.09738 -1.54 -1.82 -1.62 -0.311
N -1.50499 1.31932 -1.99401 0.88 0.21 0.91 -0.009
H 0.20871 -2.24959 0.96194 0.23 -0.01 -0.36 0.070
H 2.03127 -2.24470 0.61624 -1.27 0.61 0.70 0.084
H 1.03420 -1.43858 -0.52851 -0.69 -0.49 1.64 0.068
H 2.08456 0.04459 0.75333 -0.37 1.20 0.77 0.107
H 1.41305 -0.41143 2.43672 -0.03 0.40 -1.43 0.127
H -1.77762 1.29406 0.46882 0.57 -0.69 0.09 0.153
H -1.30460 -0.76054 -1.32082 1.16 2.27 0.15 0.154
H 0.21119 0.35634 -1.28590 0.92 -0.64 -0.31 0.084
H -1.42096 1.04317 -2.98235 0.01 0.02 0.77 0.068
H -0.94993 2.19264 -1.87687 -0.69 -0.71 -0.33 0.079
```
Positions in Å, forces in eV/Å.

Net charge: 0
HOMO energy, eV: -9.46
Energy relative to the best compared isomer or geometry (same formula, charge and spin), kJ/mol: 169.6
Frontier orbital gap, eV: 10.177
Structure (SMILES): CCC(=O)NCN